35
Properties=species:S:1:pos:R:3 method="wB97M-V/def2-TZVPD" lumo_energy_ev="-6.13 / -5.44" s2=0.912 orbital_gap_ev="5.10 / 5.79" energy_ev=-58429.633 mol_weight_g_mol=295.6 homo_energy_ev="-11.2 / -11.2" charge=+1 multiplicity=2 fmax_ha_per_bohr=0.126
O 0.5950 1.9465 -12.4401
V -0.9125 2.4821 -12.8907
Cl -1.4206 0.6496 -14.4741
C -0.3205 -3.1516 -14.8147
O -0.0501 -4.3026 -15.0882
N 0.5110 -2.2283 -14.5045
N -1.5664 -2.7651 -14.7361
H 1.4736 -2.4594 -14.7044
H 0.1760 -1.2817 -14.6132
H -2.2461 -3.4496 -15.0356
H -1.8823 -1.8199 -14.5721
C -4.0225 3.1939 -12.5568
O -2.8250 3.2818 -13.2487
C -2.8960 4.1797 -14.3283
C -1.7836 3.9134 -15.3608
N -0.4976 3.8737 -14.6781
C 0.6347 3.6536 -15.6441
C 1.9141 3.5453 -14.8184
O 2.2619 2.1858 -14.3918
C 2.8037 1.3230 -15.4349
H -4.7336 2.6903 -13.2116
H -4.2830 4.2381 -12.3836
H -3.9168 2.5628 -11.6743
H -2.7408 5.2268 -14.0680
H -3.8085 4.1893 -14.9244
H -1.8490 4.6148 -16.1926
H -1.9298 2.9976 -15.9336
H -0.3716 4.8681 -14.5545
H 0.5839 4.4797 -16.3534
H 0.6226 2.7331 -16.2277
H 1.8630 4.1591 -13.9192
H 2.7749 3.9751 -15.3307
H 3.3751 1.7004 -16.2830
H 1.9651 0.8006 -15.8952
H 3.3416 0.4988 -14.9663

21
Properties=species:S:1:pos:R:3 method="wB97M-V/def2-TZVPD" lumo_energy_ev=-2.81 orbital_gap_ev=11.07 energy_ev=-8837.852 mol_weight_g_mol=104.2 homo_energy_ev=-13.9 charge=+1 fmax_ha_per_bohr=0.092
C 1.3670 0.0652 1.5728
C -1.0759 1.5164 -0.6501
C 0.0292 -0.1106 -2.0204
C 0.1887 -0.5909 0.8598
N -0.9920 -0.3263 1.4448
N 0.3914 -1.9162 0.3188
N 0.0311 0.5455 -0.7784
H 2.0549 0.5231 0.8977
H 1.0767 0.7239 2.4898
H 1.8783 -0.8500 2.0302
H -0.7280 2.3610 0.0695
H -1.3630 1.9346 -1.6945
H -1.8247 0.9391 -0.2509
H 0.6332 0.4990 -2.7030
H 0.3931 -1.0873 -2.0338
H -0.9079 -0.2208 -2.4546
H -1.1896 0.6139 1.6902
H -1.8370 -0.9036 1.2845
H -0.3412 -2.5134 0.0419
H 1.3540 -2.2097 0.4319
H 0.8617 1.0070 -0.5461

14
Properties=species:S:1:pos:R:3 method="wB97M-V/def2-TZVPD" lumo_energy_ev=0.57 orbital_gap_ev=9.95 energy_ev=-9845.610 mol_weight_g_mol=101.1 smiles="O=CN1CC(O)C1" homo_energy_ev=-9.4 charge=0 fmax_ha_per_bohr=0.009
O -2.2258 -0.1764 -0.7839
C -1.1914 -0.1784 0.1556
C -0.0062 -1.0673 -0.2816
N 0.8650 0.0522 0.0446
C -0.2106 1.0228 0.1832
C 2.1993 0.1833 0.1499
O 2.7766 1.2229 0.4165
H -3.0270 0.1233 -0.3436
H -1.5484 -0.4326 1.1602
H 0.1763 -1.9902 0.2793
H -0.0436 -1.2768 -1.3591
H -0.1557 1.6309 1.0924
H -0.3214 1.6716 -0.6935
H 2.7129 -0.7850 -0.0202

117
Properties=species:S:1:pos:R:3 method="wB97M-V/def2-TZVPD" lumo_energy_ev=-1.09 orbital_gap_ev=7.99 energy_ev=-89439.146 mol_weight_g_mol=902.8 smiles="CCOCCOCCOCc1ccc2c(c1)C(=O)C(CCC(C)C)=CC2=O.O=C1OCCO1.O=C1OCCO1.O=C1OCCO1.O=C1OCCO1.O=C1OCCO1.O=C1OCCO1" homo_energy_ev=-9.1 charge=0 fmax_ha_per_bohr=0.085
C -2.8967 -3.3880 -1.8230
C -2.0834 -4.0756 -0.6120
O -1.4058 -3.1317 0.2447
C -1.5588 -3.5225 1.6520
C -0.8882 -2.4319 2.6511
O 0.2476 -2.9909 3.3848
C 1.3424 -3.0941 2.4450
C 2.7625 -3.4401 3.1129
O 3.7713 -2.6303 2.4316
C 4.1424 -3.2179 1.1630
C 3.4092 -2.5709 -0.1063
C 2.3090 -3.4632 -0.7885
C 1.4529 -3.0147 -1.9955
C 1.6971 -1.5976 -2.5637
C 2.8070 -0.7048 -1.9037
C 3.6603 -1.1590 -0.6800
C 3.0017 0.7376 -2.5978
O 3.2911 1.7798 -1.9672
C 2.7523 0.7405 -4.1942
C 3.6529 1.6481 -5.1857
C 4.7779 0.6435 -5.8176
C 4.7483 0.6293 -7.4195
C 6.1364 -0.0624 -7.9271
C 3.5584 -0.2447 -8.0578
C 1.7276 -0.0607 -4.7960
C 0.8630 -1.0007 -3.8112
O -0.3555 -1.2474 -3.9769
H -3.8201 -4.0200 -2.0996
H -3.2962 -2.3441 -1.5645
H -2.2463 -3.3263 -2.7744
H -2.8494 -4.7055 -0.0180
H -1.3773 -4.8462 -1.1046
H -2.6716 -3.6747 1.8783
H -0.9367 -4.5003 1.7529
H -0.6043 -1.5369 2.0000
H -1.6655 -2.0478 3.4140
H 1.1437 -3.9181 1.6545
H 1.4721 -2.0589 1.9433
H 2.7607 -3.1647 4.2359
H 3.0204 -4.5660 3.0867
H 3.9235 -4.3476 1.1562
H 5.2733 -3.0469 1.0133
H 2.0864 -4.5089 -0.3594
H 0.6467 -3.7126 -2.4240
H 4.4497 -0.4861 -0.1825
H 4.1801 2.4769 -4.6045
H 2.9796 2.1004 -5.9883
H 5.8302 0.9095 -5.4176
H 4.5877 -0.4387 -5.4618
H 4.6513 1.7144 -7.8082
H 6.3819 -0.9301 -7.2082
H 6.9808 0.7050 -7.8332
H 6.0404 -0.4853 -8.9890
H 3.2580 -1.1327 -7.3798
H 3.9042 -0.7372 -9.0452
H 2.6532 0.4012 -8.3444
H 1.5410 -0.0470 -5.9322
C 0.8463 2.6380 0.7613
C 2.1628 1.9580 0.9757
O 2.5471 2.4026 2.2727
C 1.4096 2.7588 2.9270
O 1.3545 3.0207 4.0981
O 0.3395 2.7796 2.0844
H 0.1673 2.0473 0.1450
H 0.9558 3.6314 0.3165
H 2.0735 0.8673 0.9880
H 2.9049 2.2438 0.2307
C -3.2285 5.1518 -0.0993
C -4.0811 4.0744 0.4958
O -3.6184 2.9010 -0.1627
C -2.3489 3.1504 -0.5813
O -1.6077 2.3167 -1.0242
O -2.0281 4.4642 -0.4329
H -3.0300 5.9606 0.6026
H -3.6612 5.5713 -1.0127
H -3.9240 3.9620 1.5713
H -5.1440 4.2327 0.3083
C -0.7307 5.4311 4.1754
C -0.7005 6.4871 3.1157
O -1.9807 6.3635 2.5042
C -2.8072 5.7912 3.4209
O -3.9981 5.6958 3.2905
O -2.1149 5.3416 4.5000
H -0.1427 5.7046 5.0526
H -0.3908 4.4608 3.8093
H -0.6014 7.4970 3.5301
H 0.0961 6.3235 2.3875
C -6.2247 -5.0507 0.1272
C -6.9895 -6.2074 0.6956
O -6.0991 -7.3003 0.5142
C -4.8430 -6.7850 0.4355
O -3.8403 -7.4409 0.4498
O -4.8706 -5.4274 0.3400
H -6.4509 -4.1113 0.6337
H -6.3918 -4.9244 -0.9463
H -7.1928 -6.0906 1.7641
H -7.9309 -6.3821 0.1729
C -1.6457 12.0403 4.7683
C -2.4982 10.9607 5.3626
O -2.0369 9.7899 4.7030
C -0.7680 10.0404 4.2830
O -0.0273 9.2084 3.8381
O -0.4475 11.3531 4.4331
H -1.4456 12.8493 5.4723
H -2.0784 12.4617 3.8564
H -2.3395 10.8462 6.4388
H -3.5614 11.1187 5.1764
C -0.1852 -6.9309 1.8063
C -1.0371 -8.0046 2.4107
O -0.5810 -9.1809 1.7565
C 0.6879 -8.9362 1.3292
O 1.4248 -9.7696 0.8870
O 1.0112 -7.6201 1.4699
H 0.0192 -6.1177 2.5050
H -0.6217 -6.5145 0.8933
H -0.8740 -8.1123 3.4873
H -2.1008 -7.8450 2.2278

27
Properties=species:S:1:pos:R:3 method="wB97M-V/def2-TZVPD" lumo_energy_ev=0.05 orbital_gap_ev=10.42 energy_ev=-21225.702 mol_weight_g_mol=193.2 smiles="CC(=O)NC(=O)O.O.O.O.O.O" homo_energy_ev=-10.4 charge=0 fmax_ha_per_bohr=0.044
O 0.1192 0.9142 -1.4131
C 0.0550 1.7665 -0.5422
N -0.1377 1.2713 0.7370
C -0.5192 2.0786 1.8068
O -0.3503 1.5107 3.0243
O -0.8799 3.2226 1.7229
C 0.3932 3.1933 -0.8769
H -0.2051 0.2898 0.9034
H 0.1546 0.6737 3.0673
H -0.3510 3.5538 -1.5827
H 0.4552 3.8066 0.0056
H 1.3360 3.1631 -1.4262
H 1.1724 -1.3775 1.9266
H 0.7567 -1.2797 3.3504
O 0.3965 -1.1282 2.4686
H 0.9098 -1.0617 -2.3909
H 0.7109 -2.3294 -3.1408
O 1.3816 -1.6512 -2.9923
H 2.6164 -2.1701 -0.0918
H 1.5203 -3.0268 0.4165
O 2.0011 -2.2346 0.6467
H -0.5612 -3.3140 -0.0990
H -1.6169 -3.3139 -1.1818
O -0.6691 -3.4761 -1.0469
H -3.1405 0.9685 -0.7413
H -2.5451 -0.0544 -1.7107
O -3.0028 0.0048 -0.8395

47
Properties=species:S:1:pos:R:3 method="wB97M-V/def2-TZVPD" lumo_energy_ev="-4.56 / -3.71" s2=1.038 orbital_gap_ev="7.31 / 8.17" energy_ev=-87421.966 mol_weight_g_mol=436.4 homo_energy_ev="-11.9 / -11.9" charge=+1 multiplicity=2 fmax_ha_per_bohr=0.035
Co -0.9571 2.0764 0.1637
C -3.5616 -0.4146 0.5553
C -2.9411 0.8483 1.0667
C -2.0510 0.8622 2.1167
C -1.4782 2.0630 2.5791
C -1.7948 3.2689 1.9838
C -2.6544 3.2778 0.8644
C -3.2020 2.0820 0.4129
H -3.3592 -0.5399 -0.5101
H -4.6447 -0.3803 0.6751
H -3.1848 -1.2871 1.0841
H -1.7553 -0.0685 2.5827
H -0.7388 2.0242 3.3653
H -1.3145 4.1834 2.3016
H -2.8609 4.1964 0.3310
H -3.8178 2.0931 -0.4783
C 2.1992 3.1802 -1.7978
N 1.9672 1.7743 -2.1424
C 2.9686 0.8469 -2.3415
C 2.3737 -0.3453 -2.5742
N 1.0214 -0.1150 -2.5000
C 0.7821 1.1673 -2.2121
S -0.8093 1.8768 -1.9947
H 3.2674 3.3529 -1.8881
H 1.8870 3.3479 -0.7692
H 1.6548 3.8141 -2.4918
H 4.0046 1.1194 -2.2833
H 2.7819 -1.3184 -2.7675
H 0.2895 -0.8042 -2.5824
C 0.2961 -5.1328 -0.3259
C 0.5790 -3.7176 0.0943
C 1.7417 -3.4026 0.7958
C 2.0260 -2.1054 1.1816
C 1.1405 -1.0762 0.8722
C -0.0221 -1.3738 0.1772
C -0.2963 -2.6810 -0.2067
S 1.5408 0.5447 1.4461
O 1.0039 0.6288 2.7844
O 2.9576 0.7045 1.2733
O 0.8461 1.5214 0.5315
H 0.5573 -5.8347 0.4646
H 0.8803 -5.4051 -1.2061
H -0.7557 -5.2750 -0.5683
H 2.4390 -4.1908 1.0499
H 2.9386 -1.8904 1.7184
H -0.7300 -0.5992 -0.0909
H -1.2147 -2.8970 -0.7404

16
Properties=species:S:1:pos:R:3 method="wB97M-V/def2-TZVPD" lumo_energy_ev=0.89 orbital_gap_ev=10.24 energy_ev=-8866.978 mol_weight_g_mol=99.1 smiles="CC(=O)[C@H]1CN1C" homo_energy_ev=-9.3 charge=0 fmax_ha_per_bohr=0.008
C -0.1077 -0.8544 1.6138
C -1.0524 0.1449 -0.6497
C -0.4911 1.5231 -0.5375
N 0.1558 0.5441 -1.3710
C 1.4635 0.0538 -0.9577
C -1.0581 -0.9001 0.4344
O -1.8440 -1.8200 0.3243
H 0.7766 -1.4599 1.3822
H -0.6082 -1.3126 2.4697
H 0.2245 0.1534 1.8717
H -1.9163 0.0017 -1.2953
H -1.0025 2.3312 -1.0572
H 0.0047 1.8181 0.3884
H 1.7274 0.3053 0.0801
H 1.5162 -1.0337 -1.0806
H 2.2116 0.5052 -1.6156

56
Properties=species:S:1:pos:R:3 method="wB97M-V/def2-TZVPD" lumo_energy_ev=2.08 orbital_gap_ev=5.87 energy_ev=-42706.664 mol_weight_g_mol=443.5 homo_energy_ev=-3.8 charge=-1 fmax_ha_per_bohr=0.013
Na -0.2883 -0.4798 -0.1687
C 0.1095 1.6584 2.0749
N 1.1417 1.2612 1.1358
C 1.6451 2.3637 0.3352
C 2.4040 1.8469 -0.8599
C 3.6973 2.2691 -1.1401
C 4.3618 1.7249 -2.2292
C 3.7135 0.7687 -2.9892
C 2.4188 0.4081 -2.6336
N 1.7710 0.9403 -1.6045
C 2.2076 0.4801 1.7685
C 1.8908 -0.9952 1.7276
C 1.4234 -1.6737 2.8411
C 0.9705 -2.9763 2.6928
C 1.0398 -3.5654 1.4445
C 1.5584 -2.8213 0.3938
N 1.9654 -1.5601 0.5184
C -1.2528 1.9012 1.4519
C -2.3572 1.9984 2.2952
C -3.6153 2.0857 1.7389
C -3.7391 2.0791 0.3560
C -2.5860 2.0055 -0.3986
N -1.3615 1.9357 0.1299
H 0.4124 2.5508 2.6544
H -0.0374 0.8381 2.7798
H 2.2870 3.0434 0.9222
H 0.7817 2.9281 -0.0169
H 4.1722 3.0023 -0.5001
H 5.3725 2.0332 -2.4669
H 4.1908 0.2969 -3.8378
H 1.8648 -0.3441 -3.1848
H 2.3816 0.8038 2.8053
H 3.1341 0.6437 1.2158
H 1.3438 -1.1632 3.7923
H 0.5150 -3.4979 3.5230
H 0.6527 -4.5590 1.2675
H 1.5847 -3.2281 -0.6120
H -2.2236 1.9354 3.3677
H -4.4938 2.1183 2.3710
H -4.7050 2.1006 -0.1292
H -2.6387 1.9790 -1.4815
N -0.6221 -0.5097 -3.1754
C -1.8420 -1.2815 -3.4503
C -2.5528 -1.8900 -2.2294
O -3.4989 -2.6623 -2.5161
N -2.1187 -1.5144 -1.0476
C -2.8190 -2.1276 0.0691
C -2.1848 -1.9271 1.4646
O -2.5469 -2.7091 2.3608
O -1.3634 -0.9640 1.6235
H -0.8100 0.1786 -2.4545
H -0.3639 0.0259 -3.9983
H -1.5868 -2.1165 -4.1060
H -2.6073 -0.6942 -3.9750
H -2.9498 -3.2048 -0.0742
H -3.8468 -1.7398 0.1583

20
Properties=species:S:1:pos:R:3 method="wB97M-V/def2-TZVPD" lumo_energy_ev="-16.01 / -15.76" s2=0.755 orbital_gap_ev="6.22 / 6.53" energy_ev=-41604.369 mol_weight_g_mol=230.0 homo_energy_ev="-22.2 / -22.3" charge=+3 multiplicity=2 fmax_ha_per_bohr=0.210
Ti 0.6342 -1.3713 0.2911
C 1.3128 -2.0964 2.0466
O 1.6000 -2.2945 3.1605
C 1.1929 -2.7804 -1.3460
O 1.6204 -3.5920 -2.0414
C 1.7279 -0.1059 -0.9205
O 2.2279 0.6059 -1.6870
C -1.2671 -1.8071 -0.3113
O -2.3728 -1.9279 -0.6872
H -1.0172 -0.4417 -3.5201
H -0.3020 -0.4137 -3.7142
N -0.0755 1.8143 -0.1325
C -0.6034 2.7446 0.6714
C -0.9910 2.0853 1.8117
C -0.6936 0.7565 1.6512
N -0.1011 0.5914 0.4426
H 0.1584 1.9954 -1.0965
H -0.7026 3.7686 0.4057
H -1.4342 2.5310 2.6645
H -0.9141 -0.0622 2.3116

12
Properties=species:S:1:pos:R:3 method="wB97M-V/def2-TZVPD" lumo_energy_ev="0.47 / 0.47" orbital_gap_ev="7.95 / 7.95" energy_ev=-11830.688 mol_weight_g_mol=107.1 homo_energy_ev="-7.5 / -7.5" charge=0 fmax_ha_per_bohr=0.072
C -0.9218 0.2821 -1.4074
C -0.0030 -0.1400 0.6894
N 1.5486 -1.5591 0.5953
O 2.4903 -0.8641 0.8266
O -0.4035 -0.1060 2.0060
O 0.7032 0.8731 0.1451
O -0.8984 -0.5314 -0.2664
H -0.9228 1.3772 -1.1172
H -1.8099 0.0051 -2.0705
H -0.0420 0.0356 -1.9232
H -1.3282 -0.4158 1.9700
H 1.5876 1.0432 0.5524

9
Properties=species:S:1:pos:R:3 method="wB97M-V/def2-TZVPD" lumo_energy_ev=-0.31 orbital_gap_ev=8.42 energy_ev=-26317.380 mol_weight_g_mol=117.2 smiles="S=C1CS1.C#N" homo_energy_ev=-8.7 charge=0 fmax_ha_per_bohr=0.062
C 1.0660 -1.7030 0.5870
C -1.0426 0.9446 0.2468
C 0.0246 1.0152 -0.6918
N 0.6198 -1.8211 -0.4749
S -1.4945 0.4524 1.7370
S -1.7260 1.2684 -1.2941
H 0.3779 -0.0732 -1.0257
H 1.4083 -1.9081 1.6011
H 0.7665 1.8249 -0.6854

105
Properties=species:S:1:pos:R:3 method="wB97M-V/def2-TZVPD" lumo_energy_ev="-2.48 / -3.36" s2=0.758 orbital_gap_ev="7.03 / 7.02" energy_ev=-93084.899 mol_weight_g_mol=1009.6 homo_energy_ev="-9.5 / -10.4" charge=+1 multiplicity=2 fmax_ha_per_bohr=0.009
Y 0.8391 -2.1241 -0.3485
O 4.5082 -1.4384 -1.6041
S 3.6606 -2.5438 -1.2543
O 2.4182 -2.7044 -2.0606
N 3.0361 -2.5373 0.1921
C 3.5777 -2.0365 1.3674
C 4.8988 -1.7898 1.6395
C 5.2878 -1.3133 2.9096
C 4.3755 -1.1075 3.9031
C 3.0040 -1.3566 3.6559
C 1.9966 -1.1980 4.6325
C 0.6919 -1.4606 4.3190
C 0.3757 -1.8441 3.0070
N 1.2819 -1.9995 2.0643
C 2.6010 -1.7993 2.3817
C 4.5936 -4.0275 -1.4459
C 5.9242 -3.9479 -1.8221
C 6.6601 -5.1189 -1.9444
C 6.0618 -6.3436 -1.6925
C 4.7239 -6.4100 -1.3165
C 3.9829 -5.2493 -1.1894
H 5.6493 -1.9524 0.8773
H 6.3370 -1.1224 3.0923
H 4.6796 -0.7599 4.8817
H 2.2733 -0.8736 5.6283
H -0.0984 -1.3607 5.0489
H -0.6552 -2.0082 2.7137
H 6.3725 -2.9836 -2.0174
H 7.6999 -5.0710 -2.2377
H 6.6379 -7.2542 -1.7889
H 4.2602 -7.3674 -1.1222
H 2.9422 -5.2907 -0.8952
C 0.8094 5.4911 -0.4114
C -0.0601 4.2644 -0.4388
C -0.8874 3.9931 -1.5214
C -1.7019 2.8682 -1.5606
C -2.5970 2.6762 -2.7575
C -1.6765 1.9733 -0.4773
Te -2.9795 0.3067 -0.6462
N -1.3098 -1.3843 -0.0630
C -1.6898 -2.6132 -0.2441
O -0.8056 -3.5545 -0.5490
C -3.1095 -3.0733 -0.1566
C -3.5593 -4.0700 -1.0169
C -4.8899 -4.4578 -0.9932
C -5.7707 -3.8766 -0.0902
C -5.3182 -2.9112 0.7981
C -3.9908 -2.5087 0.7628
C -4.7843 1.3576 -0.1896
C -4.9261 2.2392 0.8862
C -3.8702 2.4364 1.9367
C -6.1131 2.9593 1.0034
C -7.1600 2.7993 0.1101
C -8.4335 3.5840 0.2499
C -7.0163 1.8665 -0.9128
C -5.8525 1.1314 -1.0765
C -5.7800 0.1197 -2.1923
C -0.8537 2.2243 0.6245
C -0.7587 1.3477 1.8418
C -0.0617 3.3693 0.6184
H 0.5598 6.1708 -1.2246
H 1.8654 5.2296 -0.5103
H 0.6938 6.0296 0.5297
H -0.9112 4.6833 -2.3572
H -2.3874 3.4312 -3.5134
H -3.6511 2.7636 -2.4817
H -2.4613 1.6936 -3.2142
H -2.8598 -4.5268 -1.7038
H -5.2407 -5.2195 -1.6769
H -6.8071 -4.1872 -0.0696
H -5.9957 -2.4766 1.5215
H -3.6287 -1.7724 1.4698
H -3.2757 1.5348 2.0790
H -4.3340 2.6861 2.8909
H -3.1873 3.2464 1.6724
H -6.2230 3.6519 1.8308
H -8.3894 4.2645 1.0986
H -9.2866 2.9188 0.3915
H -8.6267 4.1731 -0.6479
H -7.8395 1.7028 -1.6001
H -6.7525 0.0200 -2.6713
H -5.4891 -0.8687 -1.8278
H -5.0576 0.4112 -2.9585
H -1.3576 0.4459 1.7578
H -1.0687 1.8995 2.7325
H 0.2814 1.0489 1.9973
H 0.5721 3.5613 1.4794
N 2.0567 0.2828 -3.3410
C 2.5175 0.7574 -2.1777
S 1.6743 0.4998 -0.7298
N 3.6584 1.4505 -2.2201
C 4.3765 1.9917 -1.1106
C 5.7246 1.6863 -0.9975
C 6.4648 2.2264 0.0420
C 5.8557 3.0584 0.9705
C 4.5075 3.3609 0.8459
C 3.7623 2.8388 -0.2003
H 1.1817 -0.2078 -3.3535
H 2.5780 0.3556 -4.1988
H 4.1697 1.4356 -3.0905
H 6.1828 1.0093 -1.7077
H 7.5167 1.9900 0.1298
H 6.4322 3.4772 1.7844
H 4.0317 4.0200 1.5605
H 2.7157 3.0877 -0.3089